Computed, not measured: 2 unconnected molecules or ions with the total composition C3H10NS, with the ωB97M-V functional and the def2-TZVPD basis.

```
15
Properties=species:S:1:pos:R:3:mulliken_charge:R:1
S 2.484 -0.746 0.421 -0.929
N -1.086 -0.285 0.178 -0.837
C -0.831 1.094 -0.313 0.080
C -1.679 2.195 0.375 -4.147
C 2.221 -2.436 -0.212 -0.839
H 2.997 -3.124 0.127 0.245
H -1.038 1.082 -1.390 0.794
H -2.605 2.372 -0.205 0.311
H -1.202 3.172 0.308 1.379
H -0.377 -0.787 -0.365 0.231
H 2.185 -2.480 -1.306 0.178
H 1.272 -2.870 0.122 0.194
H -0.587 -0.344 1.074 0.378
H 0.219 1.341 -0.169 0.041
H -1.973 1.817 1.354 0.922
```

Values from the calculation:
**Net charge**: -2
**HOMO (spin up / spin down)**: 4.2 / 0.0 eV
**DFT total energy**: -15594.706 eV
**Energy above the lowest of the compared OMol25 structures with the same formula, charge and spin**: 15.0 kJ/mol
**<S²>**: 0.751
**Kohn-Sham gap (spin up / spin down)**: 0.0839 / 0.2373 Eh
**Multiplicity**: 2